1) The following is a quantum chemistry calculation of the ion C3H5N2OS with charge +1, from OMol25.

Last column: Mulliken charge in e.
Cartesian coordinates (Å):
S1 3.71 0.83 -0.13  0.01
O1 0.97 -2.11 0.15  -0.44
N1 -0.88 0.08 -0.39  0.18
N2 2.65 -0.56 0.27  -0.38
C1 -2.28 0.18 -0.46  -0.60
C2 0.26 -0.07 -0.32  0.25
C3 1.40 -0.97 0.06  0.52
H1 -2.59 0.67 0.62  0.30
H2 3.68 0.43 -1.39  0.20
H3 -2.68 -0.85 -0.48  0.34
H4 3.15 -1.30 0.81  0.33
H5 -2.60 0.83 -1.39  0.30

Values from the calculation:
Net charge ... +1
E_HOMO ... -14.30 eV
Orbital gap ... 9.154 eV

---

2) The following is a quantum chemistry calculation of the ion C3H5N2OS with charge +1, from OMol25.

Last column: Mulliken charge in e.
Cartesian coordinates (Å):
S1 -1.77 -0.37 0.48  0.43
O1 -2.75 0.07 -0.50  -0.46
N1 0.54 1.60 0.05  -0.13
N2 1.61 -0.31 -0.35  -0.42
C1 1.77 0.82 0.11  0.00
C2 -0.64 1.52 0.18  0.15
C3 -0.93 -1.72 0.04  -0.25
H1 2.57 1.51 0.31  0.38
H2 2.38 -1.03 -0.44  0.28
H3 -1.37 -2.50 -0.51  0.33
H4 -1.51 2.26 0.20  0.41
H5 0.09 -1.86 0.42  0.29

Values from the calculation:
Net charge ... +1
E_HOMO ... -14.38 eV
Orbital gap ... 7.714 eV

---

On energetic grounds, 1) is preferred over the next structure by 269.2 kJ/mol.

---

1) The following is a quantum chemistry calculation of an isolated molecule of C8H14O, from OMol25.

Last column: Mulliken charge in e.
Cartesian coordinates (Å):
O1 -0.86 -1.32 1.23  -0.64
C1 1.26 0.05 1.55  -1.85
C2 1.45 -0.73 -0.89  -0.95
C3 0.69 0.15 0.15  1.11
C4 -0.54 -0.71 0.05  1.56
C5 0.57 1.60 -0.41  -1.62
C6 -1.74 0.17 -0.50  -0.65
C7 0.16 -1.68 -0.89  -1.23
C8 -2.90 0.52 0.06  -0.95
H1 -1.63 0.51 -1.44  0.46
H2 -3.16 0.06 0.95  0.31
H3 1.32 -0.92 1.89  0.50
H4 -1.57 -2.04 1.16  0.39
H5 2.19 0.64 1.88  0.28
H6 2.23 -1.37 -0.65  0.33
H7 1.75 -0.10 -1.71  0.34
H8 -0.31 2.19 0.16  0.27
H9 1.55 2.21 -0.21  0.32
H10 0.47 -2.69 -0.55  0.32
H11 0.53 0.35 2.18  0.52
H12 0.26 1.47 -1.39  0.55
H13 -0.17 -1.73 -1.84  0.35
H14 -3.65 1.12 -0.40  0.28

Values from the calculation:
E_HOMO ... -9.58 eV
Orbital gap ... 10.443 eV

---

2) The following is a quantum chemistry calculation of a cluster of 2 separate species, C8H14O in total, from OMol25.

Last column: Mulliken charge in e.
Cartesian coordinates (Å):
O1 0.71 4.14 1.28  -0.66
C1 -0.48 0.42 -0.75  -0.20
C2 -0.61 -2.83 -0.93  -0.92
C3 1.19 -0.52 0.88  -1.45
C4 -0.76 -1.87 -0.04  0.47
C5 0.00 -0.58 -0.01  0.64
C6 1.46 1.80 -1.38  -0.86
C7 0.15 1.70 -1.13  -0.54
C8 -1.81 -2.02 1.05  -1.37
H1 1.59 0.48 0.99  0.40
H2 -0.20 3.86 1.38  0.32
H3 1.13 3.67 0.56  0.32
H4 -1.43 0.27 -1.25  0.37
H5 0.18 -2.87 -1.67  0.30
H6 0.94 -0.97 1.84  0.39
H7 1.91 2.71 -1.76  0.36
H8 -1.33 -3.64 -1.03  0.30
H9 -1.67 -2.92 1.64  0.36
H10 -0.51 2.50 -1.44  0.45
H11 2.10 0.97 -1.17  0.28
H12 -1.75 -1.17 1.74  0.37
H13 2.03 -1.11 0.51  0.32
H14 -2.84 -2.03 0.70  0.35

Values from the calculation:
E_HOMO ... -8.86 eV
Orbital gap ... 9.620 eV

---

On energetic grounds, 2) is preferred over the next structure by 133.7 kJ/mol.

---

1) The following is a quantum chemistry calculation of the ion C4H10NS2 with charge +1, from OMol25.

Last column: Mulliken charge in e.
Cartesian coordinates (Å):
S1 -1.32 -0.71 -0.72  -0.22
S2 -0.10 3.03 -0.69  -0.13
N1 0.08 -1.49 1.70  -0.16
C1 0.45 1.41 -0.76  0.11
C2 0.79 -0.35 1.07  -0.70
C3 1.62 0.97 -1.59  -1.21
C4 -0.21 0.51 0.17  -0.28
H1 -1.08 1.05 0.71  0.51
H2 1.64 -0.59 0.46  0.43
H3 0.99 0.49 1.72  0.31
H4 2.31 0.67 -0.92  0.42
H5 0.70 -2.16 2.07  0.35
H6 -0.67 -1.08 2.28  0.40
H7 -0.57 -1.93 0.97  0.26
H8 1.75 1.72 -2.36  0.34
H9 1.31 0.05 -2.04  0.38
H10 -0.59 -0.98 -1.84  0.20

Values from the calculation:
Net charge ... +1
E_HOMO ... -12.29 eV
Orbital gap ... 8.003 eV

---

2) The following is a quantum chemistry calculation of the ion C4H10NS2 with charge +1, from OMol25.

Last column: Mulliken charge in e.
Cartesian coordinates (Å):
S1 -1.62 -1.73 -0.87  -0.26
S2 -0.76 0.40 2.20  -0.17
N1 -1.07 1.03 -1.98  -0.15
C1 0.00 0.61 -1.04  -0.62
C2 1.66 -0.47 1.29  -1.13
C3 0.21 -0.87 1.06  -0.46
C4 -0.37 -0.84 -0.31  0.43
H1 2.28 -1.08 0.61  0.35
H2 -1.56 1.87 -1.71  0.35
H3 0.80 0.46 -1.80  0.24
H4 2.08 -0.50 2.29  0.36
H5 -0.10 -1.84 1.40  0.56
H6 -1.25 -0.35 3.23  0.20
H7 0.23 1.37 -0.27  0.40
H8 1.93 0.51 0.83  0.32
H9 -1.70 0.21 -1.98  0.20
H10 -0.76 1.22 -2.96  0.38

Values from the calculation:
Net charge ... +1
E_HOMO ... -12.95 eV
Orbital gap ... 7.859 eV

---

On energetic grounds, 2) is preferred over the next structure by 44.1 kJ/mol.

---

1) The following is a quantum chemistry calculation of the ion C4H8NO with charge -1, from OMol25.

Last column: Mulliken charge in e.
Cartesian coordinates (Å):
O1 -1.28 -1.70 1.16  -0.86
N1 -0.56 -0.87 0.31  0.39
C1 -1.01 -1.01 -1.05  -1.31
C2 0.28 0.14 0.59  0.46
C3 0.53 0.79 1.81  -0.98
C4 1.03 0.70 -0.54  -1.03
H1 0.58 0.43 -1.52  0.36
H2 0.94 1.79 -0.46  0.27
H3 -1.46 -0.14 -1.39  0.46
H4 -0.12 0.58 2.68  0.27
H5 -1.74 -1.82 -1.14  0.25
H6 0.89 1.86 1.80  0.18
H7 2.11 0.43 -0.58  0.14
H8 -0.19 -1.18 -1.68  0.39

Values from the calculation:
Net charge ... -1
E_HOMO ... -1.38 eV
Orbital gap ... 5.592 eV

---

2) The following is a quantum chemistry calculation of a cluster of 2 separate species, C4H8NO in total, from OMol25.

Last column: Mulliken charge in e.
Cartesian coordinates (Å):
O1 0.78 1.28 -1.01  -0.73
N1 0.19 -1.40 1.48  -0.46
C1 0.48 -2.62 1.35  -0.41
C2 -0.72 -0.77 0.62  -0.15
C3 0.31 2.56 -0.83  -0.60
C4 -0.44 -0.48 -0.68  -0.46
H1 -1.16 0.10 -1.24  0.27
H2 0.21 2.86 0.24  0.16
H3 -1.57 -0.30 1.11  0.27
H4 1.27 -3.05 1.96  0.27
H5 -0.05 -3.25 0.64  0.33
H6 0.99 3.33 -1.25  0.18
H7 0.41 -0.93 -1.16  0.14
H8 -0.71 2.67 -1.24  0.17

Values from the calculation:
Net charge ... -1
E_HOMO ... -2.05 eV
Orbital gap ... 6.153 eV

---

On energetic grounds, 2) is preferred over the next structure by 22.0 kJ/mol.

---

1) The following is a quantum chemistry calculation of a cluster of 2 separate species, C3H9S in total, from OMol25.

Last column: Mulliken charge in e.
Cartesian coordinates (Å):
S1 -0.74 2.17 -2.47  -0.87
C1 0.51 -0.28 -0.05  0.00
C2 0.61 -0.05 1.49  -1.13
C3 -0.71 -1.09 -0.41  -0.91
H1 -0.42 0.23 1.64  0.29
H2 0.50 0.87 -0.16  -0.06
H3 -0.22 3.00 -1.53  -0.08
H4 0.89 -1.04 1.89  0.29
H5 1.44 -0.59 -0.50  0.38
H6 -1.51 -1.22 0.36  0.32
H7 -0.36 -2.18 -0.63  0.23
H8 1.29 0.82 1.65  0.32
H9 -1.26 -0.64 -1.27  0.21

Values from the calculation:
Net charge ... -1
E_HOMO ... -2.42 eV
Orbital gap ... 6.410 eV

---

2) The following is a quantum chemistry calculation of a cluster of 2 separate species, C3H9S in total, from OMol25.

Last column: Mulliken charge in e.
Cartesian coordinates (Å):
S1 2.76 0.17 -1.82  -0.74
C1 1.61 1.47 -1.33  -0.89
C2 -0.51 -0.50 1.30  -0.54
C3 -1.53 -1.30 0.46  -0.88
H1 1.79 2.43 -1.82  0.28
H2 -0.12 -1.17 2.06  0.28
H3 -0.98 0.43 1.61  0.27
H4 -1.15 -2.27 0.22  0.29
H5 0.27 -0.16 0.63  0.03
H6 0.54 1.34 -1.59  0.18
H7 -1.77 -0.74 -0.44  0.25
H8 -2.50 -1.40 0.98  0.27
H9 1.60 1.70 -0.26  0.19

Values from the calculation:
Net charge ... -1
E_HOMO ... -2.05 eV
Orbital gap ... 5.938 eV

---

On energetic grounds, 2) is preferred over the next structure by 46.0 kJ/mol.

---

1) The following is a quantum chemistry calculation of an isolated molecule of C3H5PS, from OMol25.

Last column: Mulliken charge in e.
Cartesian coordinates (Å):
S1 1.41 -2.21 0.30  -0.35
P1 -0.08 -1.54 -0.67  0.16
C1 -0.47 0.31 -0.56  -0.15
C2 0.81 1.25 1.53  -0.74
C3 0.15 0.81 0.46  0.04
H1 -0.24 -1.59 -2.07  0.06
H2 -1.02 0.54 -1.51  0.33
H3 -1.38 -2.08 -0.50  0.08
H4 0.36 1.45 2.43  0.28
H5 1.82 1.32 1.47  0.29

Values from the calculation:
E_HOMO ... -9.15 eV
Orbital gap ... 9.718 eV

---

2) The following is a quantum chemistry calculation of an isolated molecule of C3H5PS, from OMol25.

Last column: Mulliken charge in e.
Cartesian coordinates (Å):
S1 -3.01 -0.58 0.20  -0.21
P1 0.13 -0.17 0.48  0.06
C1 0.92 0.61 -0.86  -0.27
C2 -1.44 -0.69 -0.18  -0.34
C3 0.90 1.29 0.28  -0.36
H1 0.23 -0.43 1.99  0.02
H2 -1.16 -1.46 -0.82  0.33
H3 0.59 -1.40 0.05  -0.03
H4 1.37 2.15 0.64  0.42
H5 1.46 0.68 -1.76  0.39

Values from the calculation:
E_HOMO ... -8.38 eV
Orbital gap ... 7.642 eV

---

On energetic grounds, 1) is preferred over the next structure by 346.7 kJ/mol.

---

1) The following is a quantum chemistry calculation of a structure of composition C4H7N3O2, from OMol25.

Last column: Mulliken charge in e.
Cartesian coordinates (Å):
O1 1.42 2.29 -0.29  -0.57
O2 0.14 -1.09 -0.33  -0.31
N1 -1.23 2.23 0.09  -0.56
N2 1.19 -0.16 0.20  0.18
N3 -1.04 -0.22 -0.70  0.02
C1 2.57 -0.71 0.04  -0.77
C2 0.87 1.16 -0.04  0.36
C3 -2.20 -0.88 0.16  -0.61
C4 -0.51 1.13 -0.11  0.36
H1 -2.74 -1.51 -0.84  0.25
H2 -2.23 2.30 0.13  0.24
H3 -2.94 0.14 0.60  0.24
H4 3.51 -0.02 0.20  0.31
H5 2.47 -1.39 -0.97  0.31
H6 -1.49 -1.57 1.20  0.27
H7 2.22 -1.71 0.67  0.27

Values from the calculation:
E_HOMO ... -9.41 eV
Orbital gap ... 9.236 eV

---

2) The following is a quantum chemistry calculation of a structure of composition C4H7N3O2, from OMol25.

Last column: Mulliken charge in e.
Cartesian coordinates (Å):
O1 -0.81 -0.47 0.82  -0.40
O2 0.05 1.64 0.36  -0.40
N1 1.07 0.27 -2.13  -0.67
N2 -1.74 -2.45 0.89  -0.69
N3 -0.09 -1.65 -0.82  -0.18
C1 0.34 2.13 1.63  -0.65
C2 -0.95 -1.63 0.23  0.47
C3 0.53 -0.36 -0.90  0.38
C4 -0.03 0.41 0.06  0.24
H1 0.38 -2.57 -1.21  0.29
H2 1.43 2.21 1.95  0.32
H3 0.51 -0.70 -3.04  0.28
H4 0.22 3.21 1.51  0.29
H5 -0.37 1.85 2.56  0.25
H6 -1.54 -3.43 0.50  0.20
H7 0.99 1.53 -2.41  0.28

Values from the calculation:
E_HOMO ... -7.42 eV
Orbital gap ... 7.457 eV

---

On energetic grounds, 2) is preferred over the next structure by 338.1 kJ/mol.